[1]
C17H24ClN5O2 | ωB97M-V/def2-TZVPD

The geometry in ORCA input format:
```
! RIJCOSX wB97M-V def2-TZVPD def2/J DEFGRID3
* xyz 0 1
H 2.132 1.217 -0.239
N 1.983 0.285 0.175
C 1.143 0.187 1.186
C 0.917 -1.233 1.757
O 1.213 -1.584 2.927
N 0.391 -2.268 1.059
C 0.521 -2.325 -0.352
C 1.803 -2.342 -0.954
C 1.755 -2.192 -2.341
C 0.564 -2.128 -3.112
C 0.759 -2.026 -4.682
C -0.618 -1.890 -5.295
N -1.314 -0.632 -4.859
C -0.380 0.501 -5.207
C 1.025 0.316 -4.625
O 1.584 -0.930 -5.062
N -0.613 -2.289 -2.540
C -0.669 -2.367 -1.184
C 0.543 1.444 1.842
Cl 1.182 2.944 1.097
C -0.286 1.383 2.897
C -0.739 2.706 3.384
C -0.025 3.225 4.618
C -1.070 3.213 5.802
N -0.788 0.196 3.382
C -2.106 -0.129 3.729
H 0.532 -3.167 1.507
H 2.659 -2.330 -0.354
H 2.676 -2.228 -2.910
H 1.133 -3.039 -4.955
H -1.360 -2.675 -5.198
H -0.374 -1.727 -6.326
H -1.501 -0.652 -3.801
H -0.746 1.373 -4.742
H -0.297 0.743 -6.279
H 1.629 1.111 -4.908
H 0.972 0.325 -3.495
H -1.681 -2.333 -0.796
H -1.839 2.654 3.583
H -0.842 3.389 2.542
H 0.828 2.587 4.912
H 0.306 4.193 4.383
H -0.759 4.064 6.534
H -0.873 2.293 6.388
H -2.080 3.244 5.524
H -0.014 -0.516 3.589
H -2.174 -0.281 4.833
H -2.400 -1.051 3.172
H -2.701 0.741 3.395
*
```

The calculation puts the total energy at -42082.6928 eV. The orbital gap is 0.3029 Ha.

=====

[2]
C26H23Cl2HfN8OS | ωB97M-V/def2-TZVPD

The geometry in ORCA input format:
```
! RIJCOSX wB97M-V def2-TZVPD def2/J DEFGRID3
* xyz 1 1
Hf -1.802 1.548 1.239
N -5.474 2.283 4.047
C -4.457 2.316 3.147
S -3.032 1.465 3.531
N -4.707 3.030 2.040
N -3.745 3.008 1.139
C -3.808 3.852 0.186
C -2.743 3.665 -0.845
C -2.615 4.582 -1.866
C -1.681 4.391 -2.891
C -1.024 3.144 -2.907
C -1.164 2.331 -1.838
N -2.002 2.519 -0.789
H -5.314 1.779 4.899
H -6.327 2.775 3.874
H -4.601 4.598 0.110
H -3.115 5.469 -1.660
H -1.416 5.083 -3.679
H -0.298 2.909 -3.621
H -0.487 1.503 -1.769
C 6.216 -3.344 -2.065
C 4.793 -3.770 -1.778
C 4.483 -4.628 -0.727
C 3.259 -5.076 -0.527
C 2.185 -4.581 -1.387
N 0.965 -5.255 -1.329
C -0.198 -4.772 -0.851
O -1.251 -5.363 -0.736
N -0.141 -3.412 -0.471
C -1.238 -2.682 -0.060
C -2.542 -3.264 0.053
C -3.572 -2.447 0.453
C -3.338 -1.152 0.806
N -2.126 -0.555 0.588
C -1.145 -1.342 0.120
C 2.468 -3.617 -2.320
C 3.760 -3.215 -2.558
H 6.560 -3.816 -3.040
H 6.860 -3.682 -1.193
H 6.249 -2.267 -2.224
H 5.234 -5.028 -0.103
H 3.025 -5.750 0.274
H 0.877 -6.226 -1.668
H 0.756 -2.940 -0.399
H -2.632 -4.305 -0.166
H -4.599 -2.869 0.511
H -4.021 -0.432 1.288
H -0.193 -0.849 -0.086
H 1.639 -3.196 -2.847
H 3.998 -2.472 -3.302
Cl -0.937 4.133 1.419
C 0.771 3.785 1.644
C 1.695 4.771 1.980
C 2.988 4.353 2.292
C 3.309 2.990 2.225
C 2.372 2.023 1.935
Cl 2.806 0.333 1.901
C 1.058 2.414 1.624
N 0.025 1.580 1.333
H 1.410 5.838 2.007
H 3.656 5.148 2.578
H 4.331 2.689 2.454
*
```

The calculation puts the total energy at -78487.7203 eV. The orbital gap is 0.2411 Ha.

=====

[3]
C20H48F6N3O8 | ωB97M-V/def2-TZVPD

The geometry in ORCA input format:
```
! RIJCOSX wB97M-V def2-TZVPD def2/J DEFGRID3
* xyz -1 1
O -3.876 25.952 -16.678
H -3.694 25.032 -16.475
H -3.771 26.162 -17.609
H -4.720 26.282 -16.361
C -4.108 27.235 -20.455
O -5.357 27.895 -20.521
O -4.218 26.632 -19.211
C -4.021 26.415 -21.794
F -3.929 27.194 -22.838
F -3.002 25.571 -21.880
F -5.108 25.640 -21.932
C -5.327 29.214 -21.089
C -6.823 29.606 -21.235
H -6.897 30.590 -21.698
H -7.352 28.799 -21.741
H -7.289 29.680 -20.252
H -4.873 29.312 -22.075
H -4.836 29.954 -20.458
H -3.276 27.940 -20.434
C -7.169 26.153 -15.204
O -6.351 25.154 -14.603
O -6.562 26.736 -16.336
C -8.623 25.567 -15.263
F -8.959 25.104 -14.089
F -9.454 26.543 -15.581
F -8.807 24.602 -16.142
C -5.930 25.367 -13.255
C -5.023 24.240 -12.778
H -4.259 24.131 -13.547
H -4.517 24.544 -11.862
H -5.560 23.296 -12.681
H -6.813 25.524 -12.635
H -5.312 26.263 -13.206
H -7.252 27.003 -14.527
C -3.950 31.384 -16.968
C -4.124 29.916 -16.487
C -3.309 29.622 -15.232
O -3.527 28.262 -14.683
C -2.433 27.763 -13.946
N -5.547 29.551 -16.242
H -4.410 32.140 -16.332
H -4.393 31.600 -17.940
H -2.875 31.551 -17.035
H -3.759 29.307 -17.314
H -3.463 30.380 -14.464
H -2.274 29.656 -15.573
H -1.466 27.817 -14.445
H -2.589 26.709 -13.715
H -2.392 28.331 -13.016
H -5.500 28.562 -16.046
H -5.694 29.949 -15.326
C -1.623 21.828 -15.169
C -1.978 23.300 -15.507
C -0.834 24.028 -16.157
O -1.174 25.409 -16.198
C -0.390 26.144 -17.089
N -3.222 23.368 -16.209
H -0.779 21.692 -14.492
H -1.398 21.421 -16.155
H -2.451 21.292 -14.707
H -2.169 23.769 -14.542
H -0.661 23.647 -17.163
H 0.030 23.973 -15.494
H 0.657 26.236 -16.800
H -0.726 27.170 -17.240
H -0.406 25.762 -18.110
H -3.900 22.759 -15.773
H -3.148 22.968 -17.133
C -3.214 20.096 -20.513
C -1.783 20.648 -20.647
C -1.363 21.292 -19.280
O -2.248 22.239 -18.786
C -2.035 23.510 -19.364
N -0.941 19.518 -20.975
H -4.076 20.762 -20.560
H -3.378 19.741 -19.496
H -3.378 19.246 -21.176
H -1.942 21.330 -21.482
H -0.367 21.734 -19.286
H -1.389 20.455 -18.582
H -2.687 24.206 -18.837
H -2.280 23.387 -20.419
H -1.000 23.837 -19.472
H -1.096 18.764 -20.321
H 0.022 19.802 -20.866
*
```

The calculation puts the total energy at -58670.9299 eV. The orbital gap is 0.2378 Ha.

=====

[4]
C6H18N3 | ωB97M-V/def2-TZVPD

The geometry in ORCA input format:
```
! RIJCOSX wB97M-V def2-TZVPD def2/J DEFGRID3
* xyz 1 3
C -0.494 1.821 -0.054
C -1.905 -0.471 -1.318
C -2.743 -0.289 1.005
C 3.320 0.020 -0.190
C -0.460 0.347 0.415
C 0.881 -0.412 -0.301
N 0.808 -1.828 -0.105
N -1.636 -0.472 0.160
N 1.987 0.153 0.521
H -0.410 1.805 -1.171
H -1.476 2.075 0.410
H 0.379 2.465 0.300
H -1.103 -0.811 -1.802
H -2.846 -1.104 -1.345
H -2.137 0.631 -1.599
H -2.339 -0.553 1.954
H -3.057 0.671 1.171
H -3.664 -0.966 0.764
H 3.266 0.427 -1.315
H 4.157 0.552 0.392
H 3.469 -1.049 -0.069
H -0.129 0.444 1.512
H 1.197 0.055 -1.188
H 0.148 -2.156 0.622
H 0.725 -2.277 -1.015
H 2.134 -0.207 1.525
H 1.925 1.129 0.723
*
```

The calculation puts the total energy at -10969.8548 eV. The orbital gap (spin up / spin down) is 0.1373 / 0.2375 Ha.